The following is a DFT calculation (the ωB97M-V functional and the def2-TZVPD basis) of 14 unconnected molecules or ions with the total composition C72H186N14O22 in a non-equilibrium geometry.

Geometry as XYZ:
```
294
Properties=species:S:1:pos:R:3:lowdin_charge:R:1
C 1.577 -0.105 4.074 -0.05
C 0.289 0.494 3.717 -0.46
C -0.760 -0.411 3.081 -0.19
O -0.236 -0.883 1.868 -0.21
C -0.321 -2.294 1.686 -0.06
N -0.331 1.091 4.902 0.06
H 2.096 -0.513 3.161 0.08
H 1.498 -0.789 4.843 0.04
H 2.204 0.752 4.451 0.11
H 0.471 1.250 2.961 0.10
H -1.673 0.201 2.834 0.13
H -1.007 -1.209 3.799 0.11
H 0.270 -2.517 0.777 0.10
H -1.358 -2.494 1.583 0.07
H 0.202 -2.892 2.432 0.07
H 0.130 2.027 5.156 0.09
H -1.308 1.362 4.772 0.07
C -3.921 4.330 3.910 -0.08
C -4.815 5.197 3.065 -0.47
C -4.035 5.469 1.798 -0.19
O -2.834 6.252 2.047 -0.21
C -2.383 7.063 0.989 -0.12
N -6.018 4.475 2.741 0.03
H -4.436 4.008 4.795 0.06
H -2.978 4.911 4.218 0.10
H -3.661 3.469 3.293 0.07
H -5.154 6.084 3.659 0.15
H -4.652 6.061 1.135 0.11
H -3.833 4.508 1.319 0.12
H -1.859 6.462 0.175 0.09
H -1.652 7.763 1.457 0.09
H -3.168 7.732 0.654 0.09
H -6.751 4.788 3.401 0.09
H -6.362 4.496 1.762 0.08
C -0.721 5.286 -6.378 -0.04
C -1.189 3.865 -6.770 -0.40
C -2.234 3.305 -5.916 -0.24
O -1.635 2.640 -4.834 -0.19
C -2.407 1.639 -4.255 -0.12
N -1.743 4.059 -8.152 0.03
H 0.033 5.619 -7.108 0.09
H -0.479 5.376 -5.366 0.04
H -1.501 5.947 -6.649 0.06
H -0.390 3.144 -6.753 0.12
H -2.787 2.491 -6.479 0.14
H -2.967 4.015 -5.579 0.12
H -2.722 0.877 -4.944 0.08
H -3.306 2.043 -3.794 0.08
H -1.866 1.033 -3.533 0.07
H -2.636 4.523 -8.072 0.06
H -1.907 3.216 -8.693 0.07
C 7.301 0.003 1.807 -0.06
C 6.551 -0.291 0.523 -0.43
C 5.336 0.594 0.286 -0.15
O 4.393 0.530 1.391 -0.20
C 3.134 1.072 1.164 -0.13
N 7.480 -0.099 -0.578 0.04
H 6.587 -0.106 2.648 0.07
H 7.723 1.011 1.812 0.08
H 8.179 -0.656 1.994 0.08
H 6.296 -1.386 0.471 0.15
H 4.889 0.349 -0.702 0.11
H 5.650 1.660 0.258 0.13
H 3.169 2.105 0.766 0.09
H 2.629 1.113 2.103 0.06
H 2.604 0.506 0.429 0.08
H 7.467 -0.503 -1.524 0.09
H 7.788 0.839 -0.697 0.05
C 2.169 -5.667 -1.900 -0.04
C 0.684 -5.506 -1.740 -0.42
C 0.170 -4.565 -2.807 -0.21
O 0.885 -3.363 -2.669 -0.22
C 0.396 -2.231 -3.276 -0.12
N 0.017 -6.789 -2.029 0.07
H 2.592 -5.699 -0.884 0.08
H 2.495 -4.824 -2.503 0.06
H 2.369 -6.686 -2.432 0.12
H 0.450 -5.042 -0.840 0.11
H -0.859 -4.289 -2.787 0.11
H 0.342 -5.032 -3.783 0.13
H -0.019 -2.440 -4.284 0.09
H 1.233 -1.513 -3.369 0.08
H -0.422 -1.722 -2.688 0.09
H -0.980 -6.763 -1.950 0.06
H 0.299 -7.404 -1.350 0.04
C -3.140 -7.746 -5.002 -0.05
C -2.023 -8.559 -4.330 -0.46
C -2.673 -9.091 -3.018 -0.26
O -3.130 -8.015 -2.295 -0.23
C -3.678 -8.350 -1.043 -0.09
N -1.450 -9.703 -4.974 0.04
H -2.781 -7.169 -5.875 0.08
H -3.598 -6.940 -4.418 0.04
H -3.910 -8.522 -5.242 0.09
H -1.185 -7.917 -4.008 0.12
H -1.903 -9.689 -2.484 0.13
H -3.487 -9.798 -3.248 0.13
H -3.050 -9.094 -0.619 0.07
H -4.745 -8.631 -1.147 0.09
H -3.709 -7.350 -0.551 0.10
H -2.251 -10.325 -5.152 0.08
H -1.007 -9.381 -5.817 0.07
C -7.973 -4.392 0.036 -0.07
O -6.974 -5.396 0.342 -0.17
C -7.211 -6.627 -0.215 -0.25
C -7.417 -6.565 -1.755 -0.23
N -6.308 -5.907 -2.306 -0.06
C -6.253 -5.759 -3.724 -0.20
C -5.327 -4.649 -4.191 -0.24
O -5.798 -3.430 -3.720 -0.20
C -5.023 -2.333 -4.182 -0.11
H -7.742 -3.477 0.625 0.10
H -8.906 -4.776 0.425 0.09
H -8.093 -4.116 -0.959 0.05
H -8.100 -7.190 0.124 0.13
H -6.353 -7.227 -0.027 0.09
H -8.376 -5.944 -1.935 0.13
H -7.495 -7.546 -2.171 0.11
H -6.151 -5.025 -1.845 0.10
H -7.227 -5.623 -4.199 0.13
H -5.769 -6.643 -4.069 0.09
H -5.210 -4.654 -5.271 0.12
H -4.324 -4.778 -3.733 0.13
H -5.153 -2.298 -5.263 0.09
H -3.976 -2.390 -3.973 0.07
H -5.373 -1.346 -3.757 0.10
C 0.270 8.671 -0.348 -0.16
O 0.122 7.481 -1.039 -0.22
C 1.411 6.855 -1.348 -0.17
C 1.267 5.700 -2.325 -0.21
N 2.536 5.007 -2.533 -0.04
C 2.542 3.647 -2.048 -0.18
C 2.080 2.650 -3.156 -0.19
O 2.933 2.819 -4.307 -0.22
C 2.312 2.335 -5.491 -0.10
H 0.742 9.557 -0.914 0.11
H 0.905 8.530 0.525 0.08
H -0.690 8.970 0.063 0.06
H 1.977 6.598 -0.443 0.12
H 1.990 7.630 -1.898 0.12
H 0.878 6.044 -3.277 0.11
H 0.440 5.086 -1.934 0.11
H 2.940 5.166 -3.441 0.11
H 1.788 3.631 -1.253 0.10
H 3.528 3.307 -1.737 0.08
H 1.040 2.886 -3.347 0.10
H 2.238 1.638 -2.796 0.10
H 1.881 3.274 -5.973 0.10
H 1.593 1.514 -5.360 0.09
H 3.162 1.918 -6.073 0.08
C 4.189 -1.888 -1.906 -0.10
O 5.217 -1.191 -2.588 -0.20
C 4.629 -0.525 -3.712 -0.23
C 5.643 0.465 -4.164 -0.19
N 5.788 1.436 -3.026 -0.03
C 6.348 2.722 -3.391 -0.19
C 6.335 3.618 -2.166 -0.25
O 7.289 3.450 -1.176 -0.21
C 7.396 4.445 -0.160 -0.08
H 4.661 -2.308 -1.026 0.08
H 3.829 -2.674 -2.528 0.07
H 3.334 -1.262 -1.640 0.08
H 3.822 0.100 -3.369 0.09
H 4.398 -1.285 -4.499 0.14
H 5.223 1.046 -5.038 0.12
H 6.551 -0.006 -4.576 0.12
H 6.283 0.996 -2.273 0.05
H 5.756 3.232 -4.178 0.13
H 7.375 2.634 -3.732 0.12
H 5.361 3.582 -1.663 0.10
H 6.445 4.600 -2.568 0.11
H 8.240 4.155 0.451 0.08
H 6.445 4.695 0.370 0.10
H 7.769 5.334 -0.632 0.07
C 4.502 3.782 3.657 -0.08
O 3.136 4.171 3.519 -0.19
C 3.015 5.562 3.576 -0.27
C 1.563 5.956 3.424 -0.19
N 0.694 5.406 4.468 -0.04
C 0.982 5.713 5.858 -0.23
C -0.049 5.134 6.788 -0.20
O 0.114 3.684 6.619 -0.24
C -0.823 2.954 7.410 -0.12
H 5.064 4.485 3.153 0.04
H 4.630 2.844 3.154 0.07
H 4.876 3.838 4.729 0.12
H 3.548 6.047 2.680 0.14
H 3.492 5.968 4.480 0.12
H 1.240 5.497 2.492 0.09
H 1.438 7.084 3.435 0.14
H 0.612 4.429 4.313 0.08
H 0.838 6.790 6.094 0.13
H 1.989 5.418 6.214 0.12
H -1.113 5.406 6.550 0.13
H 0.068 5.505 7.809 0.12
H -1.862 3.153 7.081 0.09
H -0.705 3.347 8.404 0.07
H -0.546 1.902 7.438 0.08
C 3.252 -2.774 1.943 -0.11
O 4.351 -3.401 2.536 -0.19
C 4.972 -2.642 3.573 -0.21
C 5.663 -3.621 4.506 -0.22
N 6.643 -4.569 3.991 -0.07
C 7.840 -4.124 3.296 -0.25
C 8.817 -5.224 3.222 -0.23
O 8.203 -6.326 2.491 -0.20
C 9.105 -7.434 2.382 -0.13
H 3.051 -3.278 1.001 0.08
H 3.530 -1.703 1.787 0.08
H 2.346 -2.829 2.571 0.07
H 4.340 -1.934 4.105 0.12
H 5.769 -2.066 3.092 0.09
H 4.953 -4.188 5.137 0.11
H 6.285 -2.899 5.156 0.14
H 6.086 -5.207 3.364 0.13
H 8.187 -3.255 3.928 0.14
H 7.675 -3.677 2.294 0.12
H 9.043 -5.598 4.267 0.14
H 9.751 -4.925 2.709 0.13
H 9.421 -7.807 3.371 0.09
H 9.999 -7.384 1.711 0.09
H 8.497 -8.207 1.894 0.08
C -3.417 7.552 -3.880 -0.09
O -3.129 6.197 -4.068 -0.23
C -2.545 5.461 -3.064 -0.22
C -3.604 4.839 -2.079 -0.19
N -4.713 4.228 -2.800 -0.04
C -5.869 4.037 -1.945 -0.22
C -5.914 2.639 -1.454 -0.21
O -6.988 2.650 -0.488 -0.22
C -7.203 1.407 0.113 -0.13
H -3.753 7.983 -4.860 0.11
H -2.494 8.006 -3.526 0.08
H -4.171 7.743 -3.069 0.10
H -1.854 6.162 -2.507 0.12
H -1.879 4.687 -3.436 0.10
H -3.974 5.693 -1.372 0.12
H -3.107 4.152 -1.352 0.11
H -4.883 4.892 -3.552 0.11
H -6.775 4.207 -2.498 0.12
H -5.847 4.704 -1.072 0.11
H -4.996 2.255 -0.929 0.11
H -6.166 1.876 -2.314 0.16
H -6.498 1.197 0.933 0.09
H -7.089 0.634 -0.673 0.08
H -8.218 1.430 0.510 0.09
C 2.196 -5.888 4.518 -0.10
O 1.210 -4.876 4.464 -0.21
C 1.477 -3.859 5.472 -0.19
C 0.094 -3.220 5.683 -0.19
N -0.667 -4.257 6.358 -0.05
C -1.935 -3.834 6.797 -0.28
C -3.097 -3.879 5.948 -0.30
O -2.851 -3.159 4.790 -0.19
C -4.025 -2.917 3.976 -0.06
H 1.814 -6.704 3.869 0.10
H 2.299 -6.232 5.549 0.09
H 3.113 -5.544 4.171 0.04
H 2.372 -3.216 5.219 0.12
H 1.806 -4.307 6.339 0.08
H -0.305 -2.830 4.747 0.08
H 0.189 -2.357 6.373 0.13
H -0.708 -5.136 5.813 0.14
H -1.930 -2.770 7.123 0.14
H -2.172 -4.448 7.727 0.14
H -3.964 -3.424 6.441 0.12
H -3.344 -4.968 5.756 0.14
H -4.273 -3.781 3.386 0.08
H -3.714 -2.128 3.305 0.07
H -4.844 -2.466 4.554 0.09
C -3.920 -2.548 -0.672 -0.02
O -3.102 -1.336 -0.540 -0.20
C -3.637 -0.124 -0.954 -0.23
C -2.566 0.938 -0.689 -0.20
N -1.316 0.359 -1.042 -0.06
C -0.140 1.159 -1.146 -0.19
C 0.131 1.893 0.109 -0.23
O -0.607 3.104 0.046 -0.18
C -0.764 3.632 1.347 -0.08
H -3.262 -3.310 -0.275 0.08
H -4.224 -2.752 -1.697 0.06
H -4.781 -2.555 -0.022 0.08
H -4.515 0.233 -0.399 0.10
H -3.801 -0.108 -2.021 0.11
H -2.578 1.168 0.439 0.14
H -2.623 1.905 -1.139 0.09
H -1.147 -0.465 -0.516 0.08
H -0.184 1.876 -1.982 0.11
H 0.668 0.441 -1.260 0.12
H 1.181 2.104 0.222 0.08
H -0.220 1.293 0.914 0.09
H 0.179 3.576 1.893 0.08
H -1.549 3.088 1.913 0.09
H -1.097 4.661 1.307 0.07
```

Summary:
**Multiplicity**: 1
**ΔE to the lowest compared entry with this formula, charge and spin**: 105.8 kcal per mole
**Energy**: -5276.02111 a.u.